{
  "formula": "C13H17AlAsF6N3O2SSi",
  "method": "ωB97M-V/def2-TZVPD",
  "species": ["Al", "C", "Si", "C", "C", "C", "C", "C", "C", "N", "C", "S", "H", "H", "H", "H", "H", "H", "H", "H", "H", "H", "H", "H", "F", "As", "F", "F", "F", "F", "F", "C", "N", "C", "C", "C", "O", "N", "C", "O", "H", "H", "H", "H", "H"],
  "xyz": [[0.12, 1.18, -1.15], [-1.52, -4.37, 2.16], [-2.56, -2.95, 1.56], [-3.24, -3.28, -0.13], [-3.90, -2.47, 2.75], [-1.35, -1.44, 1.58], [-0.83, -1.08, 2.85], [0.02, -0.02, 3.01], [0.39, 0.76, 1.89], [-0.07, 0.46, 0.71], [-0.91, -0.63, 0.53], [-1.27, -0.80, -1.12], [-2.13, -5.27, 2.21], [-1.12, -4.20, 3.16], [-0.68, -4.57, 1.49], [-3.91, -4.14, -0.03], [-2.48, -3.55, -0.86], [-3.83, -2.45, -0.52], [-4.63, -3.28, 2.82], [-4.43, -1.58, 2.43], [-3.52, -2.29, 3.76], [-1.11, -1.66, 3.72], [0.41, 0.24, 3.98], [1.07, 1.59, 1.97], [-0.68, 2.65, -0.88], [-1.92, 3.98, -2.07], [-2.96, 3.80, -0.73], [-1.05, 5.18, -1.22], [-2.91, 4.97, -3.00], [-0.61, 3.86, -3.17], [-2.48, 2.46, -2.65], [5.63, 1.45, -0.79], [4.32, 1.36, -1.44], [4.20, 1.39, -2.79], [3.01, 1.32, -3.45], [1.88, 1.23, -2.62], [0.63, 1.16, -2.94], [2.01, 1.21, -1.27], [3.20, 1.26, -0.61], [3.30, 1.26, 0.60], [6.39, 1.48, -1.56], [5.78, 0.58, -0.16], [5.67, 2.35, -0.18], [5.13, 1.49, -3.32], [2.93, 1.36, -4.53]],
  "charge": 1,
  "gap_ev": [8.83, 5.49],
  "multiplicity": 2,
  "e_homo_ev": [-12.7, -12.7],
  "e_lumo_ev": [-3.840, -7.178]
}

---

{
  "formula": "CH7NOS",
  "method": "ωB97M-V/def2-TZVPD",
  "species": ["S", "H", "H", "N", "C", "O", "H", "H", "H", "H", "H"],
  "xyz": [[0.25, -1.84, -4.65], [0.49, -2.30, -5.89], [-0.37, -2.92, -4.11], [0.05, 1.17, 0.70], [-0.20, 1.08, 2.11], [-0.25, -0.29, 2.65], [0.05, 0.24, 0.26], [0.90, 1.74, 0.50], [0.59, 1.74, 2.43], [-1.10, 1.55, 2.42], [-0.42, -0.19, 3.57]],
  "charge": 1,
  "gap_ev": [7.99, 2.22],
  "multiplicity": 2,
  "e_homo_ev": [-11.9, -11.9],
  "e_lumo_ev": [-3.934, -9.681]
}

---

{
  "formula": "C4H10N2OS",
  "method": "ωB97M-V/def2-TZVPD",
  "species": ["N", "C", "N", "C", "C", "O", "C", "S", "H", "H", "H", "H", "H", "H", "H", "H", "H", "H"],
  "xyz": [[0.71, 1.99, 1.28], [1.30, 1.09, 0.28], [0.39, 0.70, -0.76], [-0.58, -0.33, -0.42], [-1.77, -0.29, -1.36], [-2.44, -1.27, -1.55], [0.10, -1.70, -0.39], [-0.45, -2.77, 1.00], [1.32, 2.78, 1.43], [0.51, 1.57, 2.18], [1.75, 0.22, 0.76], [2.11, 1.64, -0.19], [-0.05, 1.53, -1.13], [-1.04, -0.12, 0.56], [-2.01, 0.66, -1.86], [1.18, -1.65, -0.39], [-0.24, -2.25, -1.27], [-0.79, -1.78, 1.83]],
  "smiles": "NCN[C@@H](C=O)CS",
  "gap_ev": 9.67,
  "e_homo_ev": -9.0,
  "e_lumo_ev": 0.679
}

---

{
  "formula": "C12H18GdNO5",
  "method": "ωB97M-V/def2-TZVPD",
  "species": ["Gd", "C", "O", "C", "C", "O", "C", "C", "O", "C", "H", "H", "H", "H", "H", "H", "H", "H", "H", "H", "H", "H", "H", "H", "O", "C", "O", "C", "C", "C", "C", "C", "N", "H", "H", "H", "H"],
  "xyz": [[8.07, 11.15, 5.23], [4.65, 11.95, 5.48], [5.92, 12.48, 4.99], [5.94, 13.93, 4.94], [7.28, 14.24, 4.34], [8.32, 13.67, 5.12], [9.68, 14.03, 4.90], [10.53, 13.44, 6.02], [10.16, 12.08, 5.98], [11.05, 11.23, 6.81], [3.84, 12.30, 4.79], [4.51, 12.24, 6.53], [4.70, 10.90, 5.59], [5.86, 14.32, 6.02], [5.11, 14.30, 4.34], [7.30, 15.29, 4.29], [7.31, 13.90, 3.27], [9.74, 15.14, 4.87], [9.90, 13.67, 3.94], [10.22, 13.95, 6.92], [11.56, 13.72, 5.84], [12.08, 11.27, 6.36], [10.61, 10.20, 6.71], [11.14, 11.63, 7.80], [6.38, 7.90, 7.49], [7.14, 8.46, 6.80], [7.07, 9.84, 6.51], [8.32, 7.85, 6.08], [8.46, 6.45, 6.13], [9.51, 5.85, 5.43], [10.39, 6.75, 4.79], [10.19, 8.12, 4.81], [9.12, 8.65, 5.40], [7.75, 5.95, 6.81], [9.60, 4.77, 5.37], [11.28, 6.44, 4.35], [10.90, 8.82, 4.37]],
  "charge": 2,
  "gap_ev": [6.02, 8.92],
  "multiplicity": 8,
  "e_homo_ev": [-16.2, -16.2],
  "e_lumo_ev": [-10.169, -7.268]
}

---

{
  "formula": "C17H22N2O3",
  "method": "ωB97M-V/def2-TZVPD",
  "species": ["C", "C", "C", "C", "C", "C", "O", "N", "C", "N", "C", "O", "C", "C", "C", "O", "C", "C", "C", "C", "C", "C", "H", "H", "H", "H", "H", "H", "H", "H", "H", "H", "H", "H", "H", "H", "H", "H", "H", "H", "H", "H", "H", "H"],
  "xyz": [[4.57, 2.20, 4.24], [4.51, 2.02, 2.73], [3.12, 1.64, 2.22], [2.67, 0.25, 2.68], [1.33, -0.13, 2.06], [1.49, -0.42, 0.58], [2.49, -0.92, 0.11], [0.45, -0.04, -0.22], [0.54, -0.32, -1.64], [-0.66, -0.99, -2.10], [-1.06, -2.24, -1.65], [-0.44, -2.92, -0.88], [-2.39, -2.55, -2.29], [-2.74, -1.31, -3.11], [-1.58, -0.36, -2.92], [-1.44, 0.74, -3.38], [-0.79, 0.47, 0.22], [-1.22, 1.72, -0.21], [-2.46, 2.19, 0.16], [-3.29, 1.42, 0.96], [-2.87, 0.17, 1.39], [-1.63, -0.31, 1.02], [3.83, 2.93, 4.57], [5.56, 2.56, 4.54], [4.38, 1.26, 4.76], [5.22, 1.25, 2.43], [4.81, 2.95, 2.25], [2.40, 2.39, 2.56], [3.13, 1.65, 1.13], [2.58, 0.23, 3.77], [3.42, -0.48, 2.39], [0.96, -1.05, 2.53], [0.60, 0.65, 2.22], [0.63, 0.60, -2.23], [1.42, -0.96, -1.78], [-2.29, -3.45, -2.90], [-3.12, -2.76, -1.51], [-3.65, -0.82, -2.77], [-2.86, -1.52, -4.18], [-0.58, 2.31, -0.84], [-2.79, 3.16, -0.18], [-4.26, 1.79, 1.25], [-3.51, -0.44, 2.01], [-1.30, -1.29, 1.33]],
  "smiles": "CCCCCC(=O)N(CN1C(=O)CCC1=O)c1ccccc1",
  "gap_ev": 9.81,
  "e_homo_ev": -9.1,
  "e_lumo_ev": 0.672
}

---

{
  "formula": "C17H24BFN3O5",
  "method": "ωB97M-V/def2-TZVPD",
  "species": ["C", "C", "O", "B", "O", "C", "C", "N", "F", "C", "C", "C", "C", "O", "O", "C", "C", "C", "N", "C", "C", "H", "H", "H", "H", "H", "H", "H", "H", "H", "H", "H", "H", "H", "C", "C", "C", "O", "C", "N", "H", "H", "H", "H", "H", "H", "H", "H", "H", "H", "H"],
  "xyz": [[7.32, -2.76, 0.19], [6.33, -1.67, -0.12], [5.93, -1.76, -1.51], [5.26, -0.71, -2.02], [5.28, -0.42, -3.34], [4.35, 0.30, -1.15], [4.88, 1.50, -0.72], [4.13, 2.35, -0.02], [4.70, 3.49, 0.40], [2.85, 2.15, 0.30], [2.26, 0.97, -0.12], [3.01, 0.04, -0.84], [2.41, -1.26, -1.26], [3.01, -2.26, -1.07], [1.23, -1.24, -1.93], [0.08, -1.27, -1.16], [0.05, -1.67, 0.17], [-1.19, -1.67, 0.79], [-2.34, -1.31, 0.24], [-2.28, -0.94, -1.04], [-1.10, -0.92, -1.76], [6.92, -3.73, -0.06], [7.51, -2.72, 1.26], [8.27, -2.59, -0.30], [5.46, -1.82, 0.53], [6.80, -0.71, 0.06], [5.63, -1.15, -3.86], [5.90, 1.79, -0.91], [2.32, 2.90, 0.86], [1.23, 0.80, 0.11], [0.93, -2.00, 0.69], [-1.23, -2.00, 1.82], [-3.20, -0.64, -1.53], [-1.11, -0.62, -2.80], [-7.19, 1.16, 2.29], [-5.83, 0.53, 2.03], [-4.82, 1.48, 1.36], [-5.02, 1.68, -0.02], [-6.00, 2.64, -0.36], [-6.00, -0.71, 1.28], [-7.79, 1.22, 1.38], [-7.76, 0.56, 3.00], [-7.10, 2.17, 2.71], [-5.40, 0.27, 3.01], [-3.83, 1.02, 1.45], [-4.77, 2.45, 1.88], [-6.01, 3.47, 0.35], [-6.99, 2.20, -0.43], [-5.74, 3.04, -1.35], [-5.11, -1.19, 1.21], [-6.23, -0.46, 0.32]],
  "charge": 1,
  "gap_ev": 5.40,
  "e_homo_ev": -10.6,
  "e_lumo_ev": -5.189
}

---

DFT total energy values, unit Eh, following the record order: -4585.52223, -570.08481, -741.31391, -1664.10958, -996.29711, -1327.11560.